C40H36GeIN7S3Tl | ωB97M-V with the def2-TZVPD basis set

```
89
Properties=species:S:1:pos:R:3:forces:R:3
Tl 0.725 -0.499 1.395 -0.221 -0.497 -0.889
C 2.722 3.576 3.384 0.011 0.015 -0.055
C 2.416 2.473 2.407 0.018 -0.014 0.426
N 2.225 1.255 2.771 0.233 0.217 -0.550
N 2.352 0.963 4.079 -0.212 -0.131 0.469
C 2.527 -0.322 4.324 -0.189 0.130 0.015
N 2.603 -0.626 5.659 0.092 -0.082 0.035
S 2.684 -1.623 3.216 -0.145 0.129 -0.085
C 2.400 2.787 0.966 -0.068 0.088 -0.303
C 2.486 4.107 0.514 -0.052 0.072 0.104
C 2.590 4.356 -0.844 -0.007 -0.041 -0.056
C 2.594 3.289 -1.727 -0.054 0.072 0.006
C 2.458 2.013 -1.196 -0.028 -0.122 -0.116
N 2.367 1.767 0.102 0.032 -0.177 0.143
H 2.700 3.174 4.392 0.004 0.024 0.011
H 3.710 4.004 3.195 -0.023 0.023 -0.016
H 1.989 4.385 3.303 0.025 -0.003 -0.001
H 2.233 0.052 6.306 0.034 0.030 -0.063
H 2.512 -1.599 5.888 -0.048 -0.017 0.018
H 2.467 4.930 1.215 0.045 -0.018 -0.003
H 2.675 5.372 -1.209 -0.022 0.001 0.029
H 2.685 3.434 -2.795 -0.008 -0.043 0.021
H 2.422 1.142 -1.846 0.018 0.099 0.042
C 1.223 -4.345 0.144 0.035 -0.035 0.041
C 0.285 -4.338 1.302 -0.094 -0.235 0.029
N 0.088 -3.339 2.087 -0.105 0.114 0.373
C -0.837 -3.617 3.068 0.035 -0.176 -0.229
C -1.351 -4.878 3.016 -0.098 0.002 0.010
S -0.668 -5.744 1.711 0.088 0.175 -0.065
C -1.229 -2.611 4.065 0.012 0.001 0.163
C -1.933 -2.903 5.193 -0.052 0.056 0.092
S -2.217 -1.484 6.102 0.102 0.061 -0.205
C -1.362 -0.561 4.896 -0.202 -0.157 0.402
N -0.908 -1.277 3.924 0.152 0.018 -0.316
C -1.246 0.920 5.049 0.058 -0.046 -0.127
H 1.642 -3.347 0.049 -0.024 0.020 -0.052
H 0.690 -4.594 -0.776 0.051 0.053 0.002
H 2.025 -5.071 0.299 -0.032 0.018 -0.008
H -2.111 -5.320 3.641 0.031 0.039 -0.010
H -2.290 -3.861 5.534 0.069 -0.005 -0.036
H -1.337 1.205 6.097 0.015 0.013 -0.008
H -2.043 1.413 4.489 0.068 0.011 -0.027
H -0.282 1.257 4.669 0.019 -0.053 -0.004
C -0.766 -1.260 -0.130 0.620 0.107 0.444
Ge -0.512 -0.857 -1.986 -0.149 0.116 -0.155
C 1.126 -0.631 -3.143 -0.109 0.002 0.196
C 1.194 0.259 -4.217 0.010 -0.091 -0.027
C 2.324 0.332 -5.027 -0.006 -0.002 0.031
C 3.413 -0.494 -4.784 -0.020 0.042 0.018
C 3.361 -1.392 -3.725 0.005 -0.023 0.028
C 2.233 -1.452 -2.918 -0.012 0.026 0.041
C -1.244 -2.548 -2.758 -0.060 0.041 -0.091
C -1.311 -2.738 -4.140 -0.006 -0.013 0.029
C -1.800 -3.920 -4.686 0.024 0.029 0.053
C -2.236 -4.939 -3.848 0.002 -0.027 -0.014
C -2.176 -4.770 -2.470 0.026 0.043 -0.020
C -1.681 -3.586 -1.933 -0.023 0.028 -0.007
C -1.754 0.521 -2.818 0.125 -0.035 -0.011
C -1.418 1.876 -2.890 -0.045 -0.065 -0.001
C -2.288 2.824 -3.418 0.029 -0.015 0.000
C -3.542 2.437 -3.873 0.003 -0.014 0.022
C -3.910 1.100 -3.788 0.009 -0.011 0.018
C -3.025 0.160 -3.272 0.019 0.042 0.029
H 0.349 0.899 -4.439 0.002 0.007 0.001
H 2.350 1.033 -5.854 -0.002 -0.012 0.007
H 4.293 -0.439 -5.414 -0.007 -0.009 0.010
H 4.203 -2.048 -3.529 -0.016 0.024 0.006
H 2.210 -2.152 -2.089 -0.002 -0.011 0.023
H -0.970 -1.945 -4.801 -0.020 -0.041 0.000
H -1.838 -4.048 -5.762 -0.001 0.003 0.001
H -2.619 -5.862 -4.270 0.011 0.020 0.017
H -2.512 -5.564 -1.812 -0.006 0.008 0.006
H -1.622 -3.445 -0.856 -0.008 -0.009 -0.038
H -0.453 2.205 -2.515 0.083 0.035 -0.008
H -1.985 3.865 -3.473 -0.017 -0.020 0.014
H -4.227 3.170 -4.282 0.011 -0.009 -0.004
H -4.892 0.789 -4.129 0.017 -0.006 0.001
H -3.329 -0.881 -3.216 -0.015 0.019 -0.027
I -1.195 5.909 3.379 0.007 -0.153 -0.125
C -1.404 4.262 2.087 0.023 0.284 0.229
C -2.184 4.358 0.946 0.021 -0.197 -0.071
C -2.277 3.233 0.143 -0.045 0.173 0.007
C -1.595 2.079 0.513 -0.137 -0.233 -0.008
N -0.858 2.000 1.615 -0.013 0.348 0.232
C -0.760 3.077 2.392 0.061 -0.009 -0.125
H -2.704 5.273 0.694 0.021 0.016 0.012
H -2.865 3.250 -0.766 0.025 -0.058 0.030
H -1.652 1.157 -0.069 0.053 0.017 0.031
H -0.133 2.994 3.273 -0.051 0.004 -0.013
```
Positions in Å, forces in eV/Å.

Summary:
E_tot	-5670.72500	Ha
frontier orbital gap (alpha / beta)	4.723 / 4.726	eV
charge	-1
E_HOMO (alpha / beta)	-2.866 / -2.869	eV
LUMO energy (alpha / beta)	1.86 / 1.86	eV